# 1
A cluster of 2 separate species, C19H32N3O4 in total in a non-equilibrium geometry, computed with ωB97M-V with the def2-TZVPD basis set.

Summary:
net charge = -1
molecular weight = 366.482 g mol⁻¹
relative energy (zero: lowest compared OMol25 entry of this formula, charge and spin) = 0.0000 eV
2S+1 = 1
E_tot = -1208.367441 a.u.

Element x y z (Å)
C (6.9215, 3.2096, -0.6974)
O (6.5912, 2.3091, 0.3306)
C (6.2202, 1.0335, -0.1772)
C (5.4157, 0.3274, 0.9156)
C (4.8849, -1.0643, 0.4725)
C (3.4628, -1.3176, 1.0483)
C (2.6200, -2.2692, 0.1480)
C (1.3362, -1.5524, -0.3620)
C (0.1844, -2.5635, -0.6546)
C (-0.7360, -2.7539, 0.5880)
C (-2.2547, -2.7263, 0.2689)
C (-2.9080, -1.3360, 0.5407)
C (-2.1607, -0.1849, -0.1863)
C (-1.2681, 0.5117, 0.7729)
N (-0.5500, 1.0891, 1.3963)
C (-3.1508, 0.8687, -0.7725)
C (-2.4333, 1.5959, -1.8543)
N (-1.9878, 2.2096, -2.6592)
N (-3.6466, 1.7240, 0.3082)
C (-3.6704, 2.9789, 0.1162)
C (-4.5850, 3.7007, -0.8518)
C (-2.7670, 3.8840, 0.9384)
H (6.1638, 3.2415, -1.4928)
H (7.9117, 3.0003, -1.1331)
H (6.9663, 4.2095, -0.2541)
H (7.1425, 0.4705, -0.3918)
H (5.6115, 1.1289, -1.0886)
H (6.1044, 0.1666, 1.7532)
H (4.6149, 0.9894, 1.2529)
H (5.5669, -1.8109, 0.8924)
H (4.8912, -1.1501, -0.6201)
H (2.9655, -0.3485, 1.1405)
H (3.5588, -1.7517, 2.0485)
H (2.2975, -3.1457, 0.7196)
H (3.2306, -2.5586, -0.7127)
H (1.6099, -0.9954, -1.2661)
H (1.0162, -0.8626, 0.4211)
H (-0.3682, -2.2186, -1.5318)
H (0.6868, -3.5126, -0.8729)
H (-0.4864, -3.7207, 1.0412)
H (-0.4823, -2.0095, 1.3527)
H (-2.4718, -3.0974, -0.7363)
H (-2.7176, -3.4218, 0.9736)
H (-3.9731, -1.3755, 0.2878)
H (-2.7744, -1.1732, 1.6143)
H (-1.5726, -0.5920, -1.0121)
H (-3.9925, 0.2669, -1.1521)
H (-5.0567, 3.0238, -1.5656)
H (-3.9594, 4.3832, -1.4509)
H (-5.3093, 4.3298, -0.3310)
H (-3.3763, 4.7066, 1.3546)
H (-2.3572, 3.3617, 1.8009)
H (-1.9869, 4.3383, 0.3224)
C (-6.5736, -2.6899, -0.1735)
O (-6.7786, -1.4553, -0.2984)
O (-7.7613, -3.4271, -0.1825)
O (-5.5199, -3.3165, -0.0505)
H (-8.3387, -2.6577, -0.2884)

---

# 2
A structure of composition C19H33F3N4O9Ta in a non-equilibrium geometry, computed with ωB97M-V with the def2-TZVPD basis set.

Summary:
net charge = +3
molecular weight = 699.434 g mol⁻¹
relative energy (zero: lowest compared OMol25 entry of this formula, charge and spin) = 0.5207 eV
2S+1 = 1
E_tot = -1995.829363 a.u.

Element x y z (Å)
Ta (-0.3107, 0.1458, 1.1313)
O (-4.1903, -1.6600, 2.2622)
C (-3.1776, -0.8440, 2.3101)
O (-2.3312, -0.7999, 1.4084)
C (-3.2092, 0.0101, 3.5488)
O (-2.0035, 0.6964, 3.6865)
C (-1.0987, 0.2944, 4.6982)
C (0.1608, -0.2374, 4.0526)
O (1.2487, -0.2092, 4.4825)
O (-0.1289, -0.7592, 2.7386)
H (-4.1940, -2.1986, 1.4532)
H (-3.4509, -0.6199, 4.4050)
H (-4.0268, 0.7222, 3.4247)
H (-1.5105, -0.4718, 5.3566)
H (-0.8249, 1.1586, 5.2937)
C (4.6297, 2.5962, 1.6662)
N (3.2299, 2.2145, 2.0054)
C (2.6882, 2.7762, 3.2769)
C (2.5379, 1.4464, 1.2547)
O (1.3323, 1.1106, 1.5915)
C (3.0359, 0.8591, -0.0397)
O (1.9480, 0.1339, -0.5580)
C (2.2391, -1.0608, -1.2456)
C (1.2057, -2.0711, -0.7782)
O (0.4025, -1.7315, 0.1344)
N (1.2166, -3.2723, -1.2990)
C (0.3100, -4.3357, -0.8230)
C (2.1962, -3.7035, -2.3209)
H (4.7418, 3.6557, 1.8719)
H (4.8535, 2.4142, 0.6225)
H (5.3095, 2.0311, 2.2992)
H (2.1936, 3.7202, 3.0564)
H (3.5302, 2.9462, 3.9408)
H (1.9997, 2.0739, 3.7333)
H (3.9033, 0.2241, 0.1520)
H (3.3320, 1.6578, -0.7197)
H (3.2357, -1.4273, -0.9896)
H (2.1947, -0.9092, -2.3217)
H (-0.2205, -4.0114, 0.0633)
H (0.9074, -5.2144, -0.5873)
H (-0.3927, -4.5921, -1.6149)
H (2.6956, -2.8633, -2.7897)
H (1.6699, -4.2643, -3.0891)
H (2.9403, -4.3527, -1.8615)
C (-0.0976, 2.4380, -2.2603)
N (-0.9916, 1.3583, -2.7007)
C (-1.5586, 1.5285, -4.0670)
C (-1.8782, 0.1828, -4.6647)
C (-2.7917, -0.5536, -3.7213)
N (-2.2150, -0.5814, -2.3501)
C (-2.7615, -1.6263, -1.4766)
C (-1.4133, 0.3799, -1.9272)
O (-1.0088, 0.3508, -0.6441)
H (0.4571, 2.7706, -3.1330)
H (0.6018, 2.0793, -1.5185)
H (-0.6666, 3.2729, -1.8612)
H (-0.8186, 2.0623, -4.6546)
H (-2.4468, 2.1592, -3.9969)
H (-0.9568, -0.3858, -4.8194)
H (-2.3590, 0.3035, -5.6336)
H (-2.9324, -1.5869, -4.0265)
H (-3.7763, -0.0852, -3.6706)
H (-2.9799, -2.4856, -2.1032)
H (-3.6859, -1.2903, -1.0112)
H (-2.0517, -1.9229, -0.7215)
F (-0.3971, 3.0461, 0.6044)
C (-1.0127, 2.2231, 1.4925)
F (-0.7351, 2.7439, 2.7022)
F (-2.3418, 2.3406, 1.2805)

---

# 3
A structure of composition C19H33FFeO19 in a non-equilibrium geometry, computed with ωB97M-V with the def2-TZVPD basis set.

Summary:
net charge = +1
molecular weight = 640.297 g mol⁻¹
relative energy (zero: lowest compared OMol25 entry of this formula, charge and spin) = 2.9252 eV
2S+1 = 6
E_tot = -3536.619096 a.u.

Element x y z (Å)
Fe (-0.2587, 3.0099, -1.1492)
C (-0.3687, -0.6186, 0.7737)
C (-0.4915, 0.7378, 0.1482)
O (-0.6948, 1.8572, 0.6363)
O (-0.3870, 0.9702, -1.0633)
H (-0.9566, -1.3788, 0.2594)
H (-0.8333, -0.4880, 1.7511)
H (0.6923, -0.8642, 0.8181)
C (-4.0886, 3.7260, -1.9032)
C (-2.6119, 3.6073, -1.7064)
O (-1.7919, 3.0262, -2.5332)
O (-2.0408, 3.9287, -0.6575)
H (-4.5090, 4.6536, -1.5147)
H (-4.6162, 2.9136, -1.4035)
H (-4.4184, 3.8064, -2.9390)
C (-5.1184, 1.5240, 1.6308)
C (-4.1703, 0.6151, 2.3826)
O (-4.1671, -0.4946, 1.5901)
C (-5.1195, -0.4551, 0.6883)
O (-5.2165, -1.2933, -0.2265)
O (-5.8401, 0.5972, 0.8047)
F (-4.7468, 0.2894, 3.4971)
H (-4.5175, 2.2444, 1.0757)
H (-5.7395, 2.1126, 2.3060)
H (-3.1488, 0.9323, 2.5925)
C (2.4169, 3.6989, -4.6367)
O (2.1676, 2.3742, -4.7834)
C (1.4550, 1.7415, -3.9762)
O (1.0138, 2.1736, -2.8818)
O (1.6040, 0.4371, -4.3271)
C (0.9018, -0.5196, -3.5270)
H (3.1706, 3.9237, -5.3913)
H (2.7755, 3.9398, -3.6359)
H (1.5016, 4.2608, -4.8226)
H (1.0543, -1.5380, -3.8844)
H (-0.1362, -0.1883, -3.5588)
H (1.4033, -0.5167, -2.5593)
C (0.4973, -6.0257, 0.2719)
O (1.2553, -4.9435, -0.0514)
C (0.6805, -3.8829, -0.7237)
O (1.2774, -2.8673, -0.9319)
O (-0.6203, -4.0291, -0.9765)
C (-1.2822, -3.0822, -1.8585)
H (1.1017, -6.7909, 0.7590)
H (-0.0254, -6.3499, -0.6280)
H (-0.4032, -5.8238, 0.8521)
H (-1.1469, -2.0244, -1.6331)
H (-2.3716, -3.1021, -1.8291)
H (-1.0468, -3.1526, -2.9204)
C (-0.6021, -2.8618, 3.2703)
O (0.1400, -1.7213, 3.6849)
C (1.4935, -1.8805, 3.9393)
O (2.1786, -2.8652, 3.7889)
O (1.8044, -0.6207, 4.3614)
C (3.0928, -0.3219, 4.9583)
H (-0.1762, -3.4561, 2.4620)
H (-1.5739, -2.4063, 3.0798)
H (-0.7550, -3.5983, 4.0591)
H (2.7014, 0.3433, 5.7279)
H (3.7280, 0.1003, 4.1796)
H (3.5530, -1.1627, 5.4772)
C (2.7074, 2.7620, 2.0877)
O (3.7061, 1.9832, 1.3803)
C (3.4742, 1.5439, 0.1432)
O (2.6214, 2.0238, -0.6075)
O (4.4359, 0.7081, -0.1864)
C (4.4972, 0.0417, -1.4819)
H (1.6988, 2.3814, 1.9266)
H (2.7118, 3.8092, 1.7855)
H (2.9392, 2.7904, 3.1524)
H (3.5683, -0.5075, -1.6356)
H (5.3929, -0.5784, -1.5175)
H (4.5778, 0.8215, -2.2392)

---

# 4
A structure of composition C19H33IrN4O3 in a non-equilibrium geometry, computed with ωB97M-V with the def2-TZVPD basis set.

Summary:
net charge = +3
molecular weight = 557.715 g mol⁻¹
relative energy (zero: lowest compared OMol25 entry of this formula, charge and spin) = 0.0000 eV
2S+1 = 2
E_tot = -1291.931635 a.u.

Element x y z (Å)
Ir (-0.0160, -0.2107, 0.8233)
C (0.6774, 1.0008, 3.8065)
C (-0.6601, 0.2991, 3.8303)
N (-0.7981, -0.6599, 2.6939)
C (-0.5050, -2.0838, 3.0025)
C (-0.9184, -2.8714, 1.7740)
N (-0.1808, -2.3353, 0.5894)
C (1.1082, -3.0831, 0.4552)
C (2.0301, -2.4244, -0.5431)
C (2.8588, -1.3079, 0.0670)
N (2.0849, -0.3640, 0.9727)
C (2.6839, 1.0289, 0.9168)
C (1.6384, 2.0638, 0.5466)
N (0.4235, 1.7919, 1.3618)
C (0.7043, 2.1526, 2.8117)
H (1.4838, 0.2860, 3.6163)
H (0.8865, 1.4174, 4.7930)
H (-1.4532, 1.0387, 3.7063)
H (-0.8523, -0.2275, 4.7653)
H (-1.7957, -0.6559, 2.4727)
H (-1.0788, -2.4032, 3.8742)
H (0.5540, -2.1922, 3.2396)
H (-1.9919, -2.7730, 1.6011)
H (-0.7028, -3.9320, 1.9054)
H (-0.7201, -2.5172, -0.2544)
H (0.8675, -4.1091, 0.1750)
H (1.5635, -3.1245, 1.4473)
H (1.4379, -2.0378, -1.3729)
H (2.7152, -3.1594, -0.9655)
H (3.3058, -0.7166, -0.7277)
H (3.6709, -1.7125, 0.6729)
H (2.2497, -0.7031, 1.9145)
H (3.4671, 1.0443, 0.1635)
H (3.1611, 1.2422, 1.8726)
H (1.3727, 1.9834, -0.5075)
H (2.0219, 3.0692, 0.7289)
H (-0.3323, 2.3929, 1.0452)
H (-0.0193, 2.9135, 3.1038)
H (1.6837, 2.6268, 2.8391)
C (0.7668, 0.8627, -6.1567)
O (-0.5596, 1.2182, -5.7002)
C (-0.8946, 1.0393, -4.4557)
C (-2.2561, 1.4141, -4.1668)
C (-2.7691, 1.2896, -2.8772)
C (-1.9942, 0.8233, -1.8327)
C (-2.6072, 0.7422, -0.4988)
C (-4.0373, 1.1166, -0.2952)
O (-1.9754, 0.4170, 0.5312)
C (-0.6004, 0.4115, -2.1338)
O (0.1464, -0.1542, -1.2701)
C (-0.0990, 0.5412, -3.4465)
H (0.7650, 1.0661, -7.2208)
H (0.9449, -0.1964, -5.9740)
H (1.5042, 1.4863, -5.6525)
H (-2.8626, 1.7883, -4.9821)
H (-3.8010, 1.5683, -2.7232)
H (-4.6793, 0.3672, -0.7675)
H (-4.2795, 2.0822, -0.7380)
H (-4.2565, 1.1430, 0.7681)
H (0.9186, 0.2269, -3.6250)